13
Properties=species:S:1:pos:R:3:lowdin_charge:R:1 method="wB97M-V/def2-TZVPD" homo_lumo_gap_ev=10.6 de_lowest_kj_mol=94.16 smiles="C[C@H]1CN=CO1" homo_energy_ev=-9.58
C -1.050 -1.186 0.106 -0.0435
C 0.042 -0.357 -0.551 -0.3334
C -0.148 1.171 -0.420 -0.1677
N 0.807 1.585 0.616 0.0670
C 1.532 0.569 0.823 -0.2384
O 1.285 -0.582 0.163 -0.0342
H -0.665 -2.176 0.362 0.0824
H -1.400 -0.703 1.025 0.0866
H -1.905 -1.308 -0.567 0.0836
H 0.209 -0.677 -1.583 0.1402
H 0.086 1.707 -1.347 0.1131
H -1.170 1.434 -0.129 0.1118
H 2.378 0.524 1.503 0.1325